Below is a molecular structure, C4H7NO2, with properties calculated with ωB97M-V/def2-TZVPD.

Atoms and positions in Å:
O: -1.156 -0.512 1.524
C: -1.211 0.142 0.310
C: -0.606 1.371 0.174
O: 1.519 1.002 -0.414
C: 1.817 -0.134 -0.001
N: 1.028 -1.223 -0.135
C: -0.062 -0.970 -0.872
H: -0.337 -1.040 1.526
H: -2.103 -0.067 -0.283
H: -0.774 1.972 -0.713
H: -0.089 1.837 1.003
H: 2.735 -0.284 0.584
H: 0.001 -0.296 -1.730
H: -0.762 -1.799 -0.972

Its spin multiplicity is 1. The energy above the lowest of the compared OMol25 structures with the same formula, charge and spin is 85.9 kcal/mol.


Below is 2 unconnected molecules or ions with the total composition C4H7NO2, with properties calculated with ωB97M-V/def2-TZVPD.

Atoms and positions in Å:
C: -1.924 -0.956 0.466
C: -2.328 0.284 0.189
N: -2.443 1.468 0.038
H: -1.941 -1.676 -0.342
H: -2.254 -1.385 1.401
H: -3.262 1.964 -0.267
O: 3.713 -0.025 0.605
C: 2.519 0.074 0.530
C: 1.737 0.132 -0.762
O: 0.357 0.134 -0.592
H: 1.889 0.218 1.433
H: 2.095 -0.680 -1.417
H: 2.003 1.075 -1.265
H: -0.160 -0.627 -0.016

Its spin multiplicity is 1. As for the structure (SMILES): C=C=N.O=CCO. The energy above the lowest of the compared OMol25 structures with the same formula, charge and spin is 84.3 kcal/mol.


Below is C4H7NO2 in the gas phase, with properties calculated with ωB97M-V/def2-TZVPD.

Atoms and positions in Å:
C: 2.158 -0.906 0.491
C: 1.580 -0.461 -0.619
O: 0.566 0.462 -0.744
C: -0.535 0.474 0.090
C: -1.782 0.121 -0.679
N: -0.537 1.472 1.109
O: -0.428 0.024 1.389
H: 1.876 -0.583 1.485
H: 2.967 -1.623 0.397
H: 1.909 -0.761 -1.612
H: -2.656 0.125 -0.023
H: -1.931 0.837 -1.492
H: -1.672 -0.873 -1.122
H: -1.514 1.691 1.330

Its spin multiplicity is 1. As for the structure (SMILES): C=CO[C@]1(C)NO1. The energy above the lowest of the compared OMol25 structures with the same formula, charge and spin is 93.9 kcal/mol.


Below is 2 unconnected molecules or ions with the total composition C4H7NO2, with properties calculated with ωB97M-V/def2-TZVPD.

Atoms and positions in Å:
O: 2.025 0.653 1.104
C: 1.179 0.080 0.460
C: 0.870 0.190 -0.998
N: -0.268 -0.287 -1.305
C: -0.880 -0.949 -0.144
C: 0.084 -0.814 1.042
O: -0.481 -0.213 2.180
H: 1.505 0.683 -1.729
H: -1.868 -0.536 0.073
H: -1.026 -1.973 -0.494
H: 0.532 -1.789 1.286
H: 0.250 0.228 2.643
H: -1.113 2.665 -1.907
H: -0.809 2.060 -2.211

Its spin multiplicity is 1. As for the structure (SMILES): O=C1C=NC[C@@H]1O.[H][H]. The energy above the lowest of the compared OMol25 structures with the same formula, charge and spin is 59.9 kcal/mol.


Orbital gap values (in eV) by entry order: 9.07; 10.05; 10.28; 9.71.
Molecular weight values (in g/mol) by entry order: 101.10; 101.10; 101.10; 101.10.